Entry 1:
# C50H93Cl30FN4Si

A cluster of 16 separate species, C50H93Cl30FN4Si in total (ωB97M-V with the def2-TZVPD basis set, the Open Molecules 2025 dataset).

Atoms and positions in Å:
1 C 6.987723 0.663957 2.196677
2 C 6.389192 1.795133 1.171920
3 C 5.686413 1.201696 -0.185870
4 C 4.553579 0.043621 0.066627
5 N 3.129323 0.544590 0.151119
6 C 2.477337 0.238802 1.486215
7 C 2.334206 -1.329088 2.042364
8 C 2.838186 -2.657866 1.219074
9 C 1.844145 -2.833248 -0.095194
10 C 0.305752 -2.982842 0.511077
11 N -0.497157 -1.684787 0.359587
12 C 1.645884 -1.570698 3.512408
13 C 1.126937 -0.277110 4.376593
14 C 0.474794 -0.619625 5.877415
15 C -1.152188 -0.403308 5.931327
16 F 1.100596 0.166273 6.969467
17 C 1.220708 1.300594 3.834975
18 N 0.682873 2.354388 4.760865
19 C 0.833646 3.688431 4.083010
20 C 1.481603 3.981073 2.618526
21 Si 1.573758 5.791545 1.873467
22 C 0.248729 6.983368 2.603706
23 C 1.154298 5.556922 -0.031482
24 C 3.386820 6.457592 1.937996
25 N 2.047892 2.887348 1.758424
26 C 1.901901 1.526328 2.375787
27 H 7.189849 -0.393226 1.686480
28 H 6.137895 0.448000 3.005664
29 H 7.943066 1.029875 2.793358
30 H 5.673014 2.574381 1.723346
31 H 7.314756 2.452182 0.804048
32 H 5.316174 2.109360 -0.852001
33 H 6.559135 0.690516 -0.818688
34 H 4.594995 -0.676391 -0.884755
35 H 4.819875 -0.616851 0.994883
36 H 2.542872 0.256441 -0.662242
37 H 3.982558 -2.628043 0.908002
38 H 2.724732 -3.581178 1.939748
39 H 2.151053 -3.767869 -0.770350
40 H 1.911292 -1.829740 -0.720453
41 H -0.261047 -3.825520 -0.116130
42 H 0.298884 -3.218162 1.677817
43 H -1.095347 -1.710078 -0.495421
44 H 0.130904 -0.859484 0.233177
45 H 1.524420 -2.661347 3.974982
46 H 0.674192 -1.770478 6.116828
47 H -1.380807 0.148243 6.964841
48 H -1.707569 -1.433938 5.992136
49 H -1.589730 0.166985 5.000650
50 H 0.445687 4.638194 4.693538
51 H -0.092682 7.694208 1.710557
52 H -0.702704 6.307650 2.854828
53 H 0.585225 7.567859 3.560202
54 H 1.511870 6.504790 -0.630223
55 H -0.024210 5.385535 -0.111281
56 H 1.627659 4.550891 -0.466103
57 H 3.829478 6.147344 2.999070
58 H 4.005196 5.850525 1.141752
59 H 3.408240 7.618610 1.779428
60 Cl -2.611044 5.927156 0.914543
61 C -3.821689 7.233438 0.892151
62 C -3.196335 8.590842 0.611882
63 Cl -2.180952 9.154991 1.962338
64 H -4.350057 7.223170 1.850519
65 H -4.539980 6.985571 0.105114
66 H -3.981235 9.339793 0.471969
67 H -2.579257 8.571472 -0.291723
68 Cl 8.737121 0.334471 -0.856514
69 C 10.177218 -0.546448 -0.288504
70 C 9.981825 -2.053824 -0.331007
71 Cl 8.799836 -2.612891 0.878680
72 H 10.411192 -0.198646 0.722455
73 H 11.003095 -0.260090 -0.946328
74 H 10.926546 -2.557441 -0.106410
75 H 9.643330 -2.388731 -1.316360
76 Cl 2.337975 -7.292942 3.024727
77 C 1.055398 -6.568284 2.023527
78 C 1.218266 -6.905405 0.549760
79 Cl 2.638607 -6.106599 -0.169641
80 H 1.062522 -5.487076 2.192900
81 H 0.104549 -6.964051 2.392391
82 H 0.343952 -6.559623 -0.009331
83 H 1.318893 -7.983620 0.391680
84 Cl 0.445475 -4.893255 6.004129
85 C -0.412504 -4.510796 7.517447
86 C -1.854327 -4.993408 7.497539
87 Cl -2.856619 -4.069892 6.350574
88 H -0.351358 -3.430041 7.678623
89 H 0.134194 -5.006553 8.325007
90 H -2.303526 -4.862914 8.486359
91 H -1.921171 -6.052550 7.230310
92 Cl -0.643455 -1.463190 -2.796225
93 C -1.854100 -0.156908 -2.818618
94 C -1.228746 1.200497 -3.098886
95 Cl -0.213363 1.764646 -1.748430
96 H -2.382468 -0.167175 -1.860250
97 H -2.572391 -0.404775 -3.605654
98 H -2.013646 1.949448 -3.238799
99 H -0.611668 1.181127 -4.002491
100 Cl -5.087654 0.993055 -3.221771
101 C -5.677949 -0.373770 -2.244083
102 C -5.800672 -0.015369 -0.771448
103 Cl -4.211719 0.229379 -0.004425
104 H -5.000162 -1.219130 -2.398090
105 H -6.659163 -0.647529 -2.642934
106 H -6.290957 -0.829901 -0.230403
107 H -6.391561 0.894207 -0.625898
108 Cl 2.739435 0.527257 -7.230905
109 C 2.824856 1.881186 -6.076733
110 C 1.597940 1.950239 -5.181148
111 Cl 0.134900 2.423225 -6.080480
112 H 2.960223 2.805445 -6.646969
113 H 3.720333 1.722485 -5.468668
114 H 1.748118 2.703862 -4.402642
115 H 1.400890 0.990878 -4.692825
116 Cl -8.781209 -1.342181 -1.860799
117 C -10.063785 -0.617523 -2.861999
118 C -9.900917 -0.954644 -4.335766
119 Cl -8.480576 -0.155838 -5.055167
120 H -10.056662 0.463685 -2.692626
121 H -11.014635 -1.013289 -2.493135
122 H -10.775231 -0.608862 -4.894857
123 H -9.800290 -2.032859 -4.493846
124 Cl -9.632625 -0.599529 -8.318223
125 C -8.112879 0.278141 -8.622528
126 C -8.173422 1.106115 -9.896481
127 Cl -8.222328 0.088720 -11.357821
128 H -7.299213 -0.453039 -8.655265
129 H -7.947644 0.932512 -7.761539
130 H -7.279360 1.731319 -9.976138
131 H -9.049605 1.761698 -9.909825
132 Cl -7.337534 0.375281 6.838474
133 C -5.897437 -0.505638 7.406485
134 C -6.092830 -2.013013 7.363981
135 Cl -7.274819 -2.572081 8.573669
136 H -5.663463 -0.157835 8.417443
137 H -5.071559 -0.219279 6.748661
138 H -5.148109 -2.516630 7.588579
139 H -6.431325 -2.347920 6.378628
140 Cl 10.983964 2.166038 2.483110
141 C 11.069385 3.519967 3.637282
142 C 9.842468 3.589021 4.532867
143 Cl 8.379429 4.062006 3.633535
144 H 11.204752 4.444226 3.067046
145 H 11.964862 3.361266 4.245347
146 H 9.992647 4.342643 5.311373
147 H 9.645418 2.629660 5.021190
148 Cl 0.451094 -9.950077 -1.415684
149 C -0.040175 -11.234743 -0.283950
150 C -1.429889 -10.997291 0.285681
151 Cl -1.474065 -9.600531 1.390266
152 H 0.714140 -11.297634 0.506494
153 H -0.023985 -12.173772 -0.844992
154 H -1.747884 -11.868919 0.865090
155 H -2.166311 -10.827511 -0.505849
156 Cl 6.925489 2.059374 7.377658
157 C 7.908704 0.585666 7.193249
158 C 9.253616 0.701642 7.893196
159 Cl 10.329329 1.874117 7.092483
160 H 8.026820 0.387961 6.123339
161 H 7.332452 -0.235680 7.629289
162 H 9.767373 -0.263877 7.873224
163 H 9.139141 1.004833 8.938487
164 Cl -4.337534 6.816077 -6.934520
165 C -2.897437 5.935158 -6.366509
166 C -3.092830 4.427783 -6.409013
167 Cl -4.274819 3.868715 -5.199325
168 H -2.663463 6.282960 -5.355551
169 H -2.071559 6.221516 -7.024333
170 H -2.148109 3.924166 -6.184415
171 H -3.431325 4.092876 -7.394366
172 Cl -11.399948 -4.396386 -13.454020
173 C -9.965153 -3.482004 -12.926948
174 C -8.794511 -3.649878 -13.882763
175 Cl -8.123162 -5.299268 -13.840352
176 H -9.708389 -3.807342 -11.914044
177 H -10.259896 -2.429446 -12.881621
178 H -7.984268 -2.971253 -13.600722
179 H -9.081749 -3.426750 -14.914931

Atoms 1-6, force components in eV/Å:
-1.1634 -0.4827 0.7432
0.8114 0.8840 -0.4205
0.7938 -0.1409 -0.0439
0.6046 -0.6605 -1.4073
-0.3834 -0.9849 2.3863
-1.2299 -1.9103 2.0243

E_HOMO = -7.5921 eV
2S+1 = 1
LUMO level = -0.71 eV

Entry 2:
# C50H99F4N8O9S4

A cluster of 8 separate species, C50H99F4N8O9S4 in total (ωB97M-V with the def2-TZVPD basis set, the Open Molecules 2025 dataset).

Atoms and positions in Å:
1 C 1.531412 1.564051 -0.717937
2 C 0.098442 1.906421 -0.183707
3 O 0.124952 2.092621 1.191753
4 H 2.027532 0.893061 -0.016697
5 H 2.204692 2.416831 -0.805017
6 H 1.561672 1.121041 -1.713387
7 H -0.563418 1.069031 -0.404677
8 H -0.275938 2.740561 -0.777127
9 C 2.897122 1.078821 3.557933
10 N 2.452892 -0.315969 3.602963
11 C 3.008932 -1.160509 4.473553
12 C 2.594982 -2.502909 4.521353
13 C 1.577552 -3.045239 3.679883
14 C 1.088142 -2.155219 2.738553
15 C 1.571572 -0.820679 2.677093
16 C 0.989732 -4.450109 3.848363
17 C 1.652662 -5.352239 4.691313
18 C 1.258802 -6.664209 4.772233
19 N 0.137742 -7.050879 4.115423
20 C -0.570838 -6.226299 3.308433
21 C -0.189348 -4.881889 3.202753
22 C -0.377708 -8.347289 4.259243
23 H 3.608732 1.198431 2.740983
24 H 3.435502 1.367321 4.460713
25 H 2.019002 1.624081 3.211963
26 H 3.733962 -0.663869 5.101303
27 H 3.071222 -3.125489 5.264313
28 H 0.461512 -2.437959 1.905603
29 H 1.255612 -0.101619 1.935783
30 H 2.506292 -5.018179 5.262383
31 H 1.789762 -7.354479 5.411003
32 H -1.403928 -6.635719 2.756393
33 H -0.731668 -4.270839 2.496413
34 H -0.332908 -8.668459 5.299883
35 H 0.137842 -8.947689 3.509693
36 H -1.441078 -8.318599 4.021493
37 C -4.448738 -4.411389 -1.155587
38 C -4.786728 -3.303159 -2.215937
39 C -3.480818 -2.934019 -2.950277
40 N -3.491658 -1.539119 -3.592817
41 C -4.794928 -1.214429 -4.366977
42 C -4.873198 0.139531 -5.075597
43 C -4.701578 1.257001 -4.015827
44 C -3.471388 1.058371 -3.151937
45 C -3.402018 -0.342779 -2.547477
46 C -2.295728 -1.528939 -4.622327
47 H -5.331928 -4.787139 -0.638967
48 H -3.740938 -3.958199 -0.461517
49 H -4.054128 -5.315019 -1.620157
50 H -5.120958 -2.420599 -1.670517
51 H -5.598858 -3.662649 -2.847847
52 H -3.338278 -3.696579 -3.715977
53 H -2.571148 -2.945319 -2.349877
54 H -5.558668 -1.306569 -3.594767
55 H -4.969198 -2.104699 -4.971237
56 H -5.868628 0.142131 -5.519677
57 H -4.179238 0.262811 -5.907057
58 H -5.518808 1.171121 -3.299687
59 H -4.762838 2.236921 -4.489217
60 H -3.480918 1.891671 -2.449347
61 H -2.735988 1.185751 -3.946327
62 H -4.187578 -0.496899 -1.807717
63 H -2.503238 -0.446379 -1.939567
64 H -2.600428 -2.055229 -5.526927
65 H -1.478278 -2.004729 -4.080577
66 H -2.079468 -0.523459 -4.983347
67 C -1.093518 -1.576389 6.359163
68 C -1.285678 -0.583829 5.187833
69 C -2.770718 -0.460789 4.729703
70 N -2.918368 0.302751 3.405193
71 C -2.370328 -0.369089 2.157913
72 C -3.055698 -1.786529 1.907223
73 C -4.632398 -1.666159 1.874833
74 C -5.190268 -0.742019 2.939183
75 C -4.397108 0.608391 3.204053
76 C -2.279698 1.719381 3.555153
77 H -1.363528 -1.033479 7.264943
78 H -0.140488 -2.060149 6.573183
79 H -1.802198 -2.366939 6.112373
80 H -0.622808 -0.762169 4.341133
81 H -1.034418 0.384651 5.620283
82 H -3.403228 0.068771 5.442163
83 H -3.178738 -1.464249 4.608503
84 H -1.313688 -0.526899 2.374033
85 H -2.321648 0.294481 1.294543
86 H -2.687998 -2.396309 2.732493
87 H -2.650858 -2.299079 1.034583
88 H -5.059378 -2.664239 1.972993
89 H -4.955878 -1.352029 0.882473
90 H -5.168708 -1.210129 3.923313
91 H -6.262738 -0.620239 2.787313
92 H -4.783898 1.074031 4.110513
93 H -4.442938 1.285821 2.351363
94 H -2.378968 2.322421 2.652603
95 H -1.211568 1.597061 3.734683
96 H -2.685808 2.189381 4.450843
97 C 6.044832 0.390801 -0.562127
98 C 5.718202 -0.565299 -1.712007
99 C 4.225522 -0.375169 -2.167057
100 N 3.778452 -0.841179 -3.614877
101 C 3.868712 -2.397339 -3.832917
102 C 3.363732 -2.907709 -5.189357
103 C 1.992042 -2.409909 -5.594067
104 C 1.750422 -0.897799 -5.233407
105 C 2.349172 -0.338249 -3.891107
106 C 4.761732 -0.226849 -4.600287
107 H 6.033902 1.448971 -0.823397
108 H 6.997422 0.135711 -0.097797
109 H 5.290812 0.206431 0.203093
110 H 5.940332 -1.602989 -1.463117
111 H 6.391322 -0.316839 -2.532547
112 H 4.020622 0.694891 -2.200017
113 H 3.553282 -0.863479 -1.461537
114 H 3.405552 -2.895129 -2.980987
115 H 4.918652 -2.656289 -3.696267
116 H 3.348712 -3.990959 -5.309547
117 H 4.039752 -2.559749 -5.970397
118 H 1.351652 -3.065649 -5.004157
119 H 1.787742 -2.575009 -6.651947
120 H 0.663122 -0.870099 -5.161917
121 H 1.940462 -0.157649 -6.010687
122 H 1.776692 -0.931709 -3.178237
123 H 2.278652 0.744371 -3.785977
124 H 5.777042 -0.620409 -4.551787
125 H 4.770112 0.855041 -4.467797
126 H 4.428972 -0.394409 -5.624637
127 C -1.597668 6.779291 -0.374107
128 C -0.453978 6.924991 0.676803
129 C 0.551862 5.851991 0.539653
130 N 1.847202 5.999651 1.415243
131 C 1.433832 6.221991 2.916443
132 C 2.652332 6.038331 3.838643
133 C 3.593772 4.810331 3.578673
134 C 3.974742 4.840801 2.052013
135 C 2.716002 4.781141 1.089563
136 C 2.572442 7.265141 0.813783
137 H -2.215158 7.677501 -0.369447
138 H -2.187748 5.880251 -0.196257
139 H -1.217688 6.645711 -1.386957
140 H -0.884458 7.027571 1.672923
141 H -0.014618 7.922461 0.665933
142 H 0.915142 5.655391 -0.469047
143 H 0.205482 4.923831 0.994233
144 H 0.779582 5.418671 3.255153
145 H 0.960832 7.187961 3.093313
146 H 2.309732 6.009021 4.872983
147 H 3.293382 6.917741 3.777053
148 H 3.109562 3.862261 3.812803
149 H 4.507732 4.808571 4.172633
150 H 4.664992 4.018581 1.863303
151 H 4.573162 5.722511 1.822733
152 H 2.058122 3.929471 1.262643
153 H 3.050402 4.789951 0.052163
154 H 2.794242 7.069431 -0.235307
155 H 3.499252 7.382881 1.375273
156 H 1.907872 8.125311 0.894743
157 N -0.557018 -3.550149 -0.123497
158 S -0.524718 -4.847579 -0.685107
159 O 0.703202 -5.661609 -0.501917
160 O -1.309498 -5.083729 -1.899687
161 F -1.521458 -5.576409 0.395103
162 S 0.668852 -2.868289 -1.067637
163 O 0.838832 -3.291339 -2.448727
164 O 1.867482 -2.486939 -0.313097
165 F -0.057888 -1.442389 -1.232757
166 N 0.417612 4.096361 -5.528987
167 S -0.501398 3.099331 -6.162927
168 O -1.917678 3.243031 -5.805797
169 O 0.045442 1.776341 -6.501147
170 F -0.508708 3.817141 -7.634387
171 S -0.033638 3.390641 -3.959067
172 O 0.292432 1.980221 -3.755927
173 O -1.166258 3.966941 -3.246467
174 F 1.274442 4.122991 -3.308407

Atoms 1-6, force components in eV/Å:
-0.3012 -0.0113 -0.1754
1.4448 -0.3709 0.7555
0.0816 0.1944 0.5290
-0.0543 -0.3473 0.1476
-0.2003 0.4828 0.1980
-0.3249 -0.1634 0.0233

Total charge = +3
E_HOMO = -12.5754 eV
2S+1 = 1
LUMO level = -8.77 eV

Calculated gap between HOMO and LUMO in order - 6.9; 3.8 eV
Calculated energy in order - -16374.604554; -5070.793103 a.u.